{"formula": "CCl2N2O2", "method": "the ωB97M-V functional and the def2-TZVPD basis", "symbols": ["C", "N", "N", "O", "O", "Cl", "Cl"], "coordinates": [[1.3459, 1.1822, 0.7371], [-0.4426, 0.0389, -0.5021], [-0.1051, -1.1236, -0.4065], [0.4795, -2.0875, -0.6010], [-1.1270, -0.6866, 0.6128], [0.6393, 1.4668, 2.2362], [1.2005, 2.6663, -0.2326]], "atomic_forces_ev_per_a": [[0.4, 1.0, -0.7], [0.7, -0.3, -1.4], [-1.8, 2.7, 1.0], [1.2, -1.7, -0.5], [-0.5, -1.0, 0.8], [-0.2, 0.0, 0.4], [0.2, -0.7, 0.5]], "homo_ev": -9.7, "e_tot_ev": -33147.10178, "relative_energy_ev": 8.030}

=====

{"formula": "CCl2O2S", "method": "the ωB97M-V functional and the def2-TZVPD basis", "symbols": ["C", "O", "O", "S", "Cl", "Cl"], "coordinates": [[-0.1546, 0.6192, 1.8130], [0.9886, 0.1055, -1.9078], [-0.1975, 0.6632, 0.5998], [0.0899, -0.7268, -1.1267], [1.0747, -0.5100, 2.3729], [-1.8011, -0.1511, -1.7512]], "atomic_forces_ev_per_a": [[1.0, -0.5, -2.9], [0.2, -0.4, 0.3], [-1.5, 1.6, 2.7], [-0.1, -0.1, -1.4], [0.1, -0.4, 0.9], [0.3, -0.4, 0.4]], "homo_ev": [-10.2, -8.9], "e_tot_ev": -41008.56973, "relative_energy_ev": 2.204}

=====

{"formula": "CCl2O3P", "method": "the ωB97M-V functional and the def2-TZVPD basis", "symbols": ["C", "O", "O", "O", "P", "Cl", "Cl"], "coordinates": [[-0.8127, 0.6495, 0.2059], [-1.0516, 0.9329, -0.9008], [-0.6487, 0.4793, 1.3490], [0.8475, -1.1649, -0.4855], [2.2162, -0.6033, -0.8641], [3.3511, -1.0223, 0.9530], [1.8809, 1.2977, -0.3912]], "atomic_forces_ev_per_a": [[0.1, 0.2, 0.2], [-0.3, -0.3, 0.7], [-0.4, 0.0, -0.8], [1.1, -0.2, -0.9], [-1.6, -2.9, 0.1], [0.6, -0.2, 0.4], [0.4, 3.3, 0.3]], "homo_ev": -4.4, "e_tot_ev": -41518.05413, "charge": -1, "relative_energy_ev": 0.273}